[1]
Formula: C28H30ClN2O3
Source: OMol25
Level of theory: ωB97M-V/def2-TZVPD

Results
- Charge: -1
- E_tot: -1880.36310 Ha
- Gap between HOMO and LUMO: 3.60 eV
- HOMO energy: -2.52 eV
- Max |F|: 0.06192 hartree/bohr

Atoms and positions in Å:
C  -2.46952  -6.11128  3.18442
C  -1.87770  -5.33659  2.02734
O  -2.85194  -4.30566  1.72377
C  -2.51214  -3.36863  0.80159
C  -3.63816  -2.39908  0.75417
N  -3.67466  -1.47113  -0.11397
C  -4.45833  -0.44967  -0.32159
C  -4.22643  0.33314  -1.50578
C  -4.68027  1.65817  -1.71995
C  -4.33568  2.32571  -2.89481
C  -3.55333  1.66440  -3.86657
Cl  -3.14128  2.46539  -5.32172
C  -3.09546  0.34991  -3.65845
C  -3.39845  -0.27789  -2.46158
O  -1.48172  -3.33779  0.15539
H  -1.79365  -6.90774  3.50919
H  -2.64214  -5.44821  4.04694
H  -3.43580  -6.54473  2.88479
H  -0.91393  -4.87318  2.32045
H  -1.77410  -5.97112  1.12767
H  -4.42243  -2.60430  1.49809
H  -5.23658  -0.14313  0.39329
H  -5.30067  2.13694  -0.96126
H  -4.69063  3.34235  -3.08103
H  -2.51479  -0.18435  -4.40565
H  -2.98664  -1.25799  -2.23872
C  -1.04879  -5.77695  7.44078
N  -0.92082  -4.33530  7.59779
C  -1.24906  -3.85025  8.92567
C  -0.88833  -3.47996  6.49591
C  -2.00435  -2.68699  6.13633
C  -1.92771  -1.82830  5.05912
C  -0.69694  -1.64948  4.35146
C  -0.52631  -0.63595  3.38085
C  -1.13860  0.63641  3.38953
C  -0.95162  1.50553  2.26244
C  -1.46747  2.76775  2.19269
C  -1.18744  3.67552  1.04070
C  -2.31067  3.26348  3.30210
O  -2.82327  4.39980  3.26954
C  -2.50273  2.38276  4.46354
C  -3.34600  2.83670  5.60669
C  -1.89233  1.16164  4.49053
C  0.38054  -2.54217  4.64266
C  0.27944  -3.43261  5.68334
H  -0.64719  -6.08325  6.46411
H  -0.46596  -6.25691  8.24347
H  -2.10629  -6.10858  7.51618
H  -0.86674  -2.82734  9.04589
H  -2.33810  -3.85067  9.12211
H  -0.73133  -4.51648  9.63187
H  -2.92425  -2.78476  6.72314
H  -2.81794  -1.25876  4.77834
H  0.24170  -0.79983  2.62710
H  -0.33513  1.11189  1.45252
H  -1.69343  4.62622  1.22330
H  -0.11026  3.87014  0.93145
H  -1.54916  3.23800  0.09871
H  -3.73865  3.83004  5.39348
H  -4.19257  2.15641  5.76727
H  -2.77496  2.86799  6.54386
H  -1.99608  0.56239  5.39303
H  1.28461  -2.50134  4.02735
H  1.11155  -4.08788  5.94197

=====

[2]
Formula: C28H30FN4O3S2
Source: OMol25
Level of theory: ωB97M-V/def2-TZVPD

Results
- Charge: +1
- Energy relative to the best compared isomer or geometry (same formula, charge and spin): 16.1 kJ/mol
- E_tot: -2425.77865 Ha
- Gap between HOMO and LUMO: 7.71 eV
- SMILES: C[NH+](C)CCCN(C(=O)c1ccc(S(=O)(=O)N2CCc3ccccc3C2)cc1)c1nc2ccc(F)cc2s1
- HOMO energy: -10.61 eV
- Max |F|: 0.02444 hartree/bohr

Atoms and positions in Å:
C  -7.06461  -1.29593  -0.04488
N  -5.74947  -1.24212  0.60413
C  -5.70908  -2.15380  1.75688
H  -5.92364  -3.16890  1.42989
H  -6.44630  -1.85703  2.50239
H  -4.72038  -2.14103  2.21019
C  -5.35084  0.12626  1.00581
C  -5.25475  1.12106  -0.15172
H  -6.24415  1.37682  -0.53074
H  -4.82071  2.03660  0.25404
C  -4.39884  0.64705  -1.33283
N  -3.05565  0.24320  -0.95114
C  -2.74450  -1.08477  -0.84354
O  -3.64013  -1.92757  -0.75840
C  -1.31509  -1.43583  -0.86367
C  -0.81640  -2.35421  0.05809
C  0.53567  -2.64689  0.07256
C  1.36934  -2.04261  -0.84818
C  0.87461  -1.18301  -1.81249
C  -0.47082  -0.87352  -1.82280
H  -0.86830  -0.21066  -2.57756
H  1.56166  -0.76635  -2.53264
S  3.14556  -2.34979  -0.77093
O  3.36366  -3.75854  -0.67807
O  3.74742  -1.61730  -1.84491
N  3.43678  -1.68539  0.74248
C  4.64662  -2.19385  1.36945
C  5.88632  -1.79329  0.57475
C  5.85292  -0.34279  0.17428
C  7.01111  0.27562  -0.28381
C  6.99928  1.59467  -0.69383
C  5.81817  2.31801  -0.65825
C  4.66075  1.71228  -0.20938
C  4.67006  0.38784  0.20917
C  3.39835  -0.23888  0.71856
H  3.20058  0.10214  1.74369
H  2.55142  0.05926  0.09387
H  3.73076  2.26477  -0.18537
H  5.79941  3.34728  -0.98294
H  7.90804  2.05876  -1.04534
H  7.92950  -0.29180  -0.31818
H  5.92134  -2.39637  -0.33840
H  6.78841  -2.00482  1.15222
H  4.68199  -1.79225  2.38604
H  4.54936  -3.27908  1.41290
H  0.95837  -3.33586  0.78530
H  -1.48615  -2.81027  0.77076
C  -2.11990  1.21708  -0.64828
N  -1.24741  1.07234  0.27654
C  -0.39629  2.13465  0.34330
C  0.67593  2.26478  1.22257
C  1.45245  3.40034  1.16551
C  1.15311  4.40002  0.24055
C  0.09536  4.31320  -0.64545
C  -0.67253  3.16509  -0.58454
S  -2.04967  2.73728  -1.55452
H  -0.10387  5.10669  -1.34673
F  1.92485  5.49168  0.20751
H  2.29353  3.53693  1.82614
H  0.87947  1.47508  1.92610
H  -4.85711  -0.20193  -1.84615
H  -4.31355  1.46744  -2.05060
H  -4.37433  0.05090  1.49110
H  -6.06945  0.50160  1.73922
H  -4.98174  -1.58173  -0.08019
H  -7.29744  -2.32460  -0.31206
H  -7.83338  -0.92673  0.63388
H  -7.07564  -0.69722  -0.95138

=====

[3]
Formula: C28H30FeGe2NO8S
Source: OMol25
Level of theory: ωB97M-V/def2-TZVPD

Results
- Spin multiplicity: 6
- Energy relative to the best compared isomer or geometry (same formula, charge and spin): 55.4 kJ/mol
- Expectation value of S²: 8.79
- E_tot: -7557.24654 Ha
- Gap between HOMO and LUMO (spin up / spin down): 7.24 / 5.42 eV
- HOMO energy (spin up / spin down): -8.20 / -8.47 eV
- Max |F|: 0.06439 hartree/bohr

Atoms and positions in Å:
Fe  -0.68308  1.42253  0.02158
C  3.82292  2.18273  -2.16032
C  2.33282  2.38423  -1.93082
Ge  1.64222  1.53023  -0.21232
C  2.02902  2.78243  1.36048
C  3.39692  2.60503  2.00488
C  2.79392  -0.11057  -0.02452
C  2.14892  -1.27407  0.05508
Ge  0.15772  -0.80627  0.15418
C  0.08682  -0.53857  2.24288
C  0.41802  -1.81387  2.97888
C  -0.40038  -1.06847  -1.86342
C  -0.33118  -2.51137  -2.31592
C  2.69812  -2.61887  0.09418
C  1.82642  -3.69777  0.24878
C  2.29862  -4.99607  0.23588
C  3.65402  -5.23707  0.06848
C  4.53162  -4.17247  -0.06922
C  4.06332  -2.87377  -0.05132
H  4.13602  2.71133  -3.05912
H  4.05562  1.12893  -2.29192
H  4.39782  2.56313  -1.31922
H  1.77462  1.98123  -2.77632
H  2.09832  3.44563  -1.87342
H  1.24592  2.64013  2.10918
H  1.92552  3.80053  0.98348
H  3.53322  1.58313  2.35508
H  3.50182  3.27303  2.86068
H  4.18552  2.83363  1.29048
H  3.87152  -0.02557  -0.05842
H  -0.89828  -0.17117  2.51208
H  0.83882  0.22753  2.44318
H  -0.31988  -2.57737  2.74768
H  0.40002  -1.62487  4.05128
H  1.40782  -2.17527  2.70288
H  0.34272  -0.46777  -2.39262
H  -1.38968  -0.64077  -2.01892
H  0.65722  -2.92137  -2.10992
H  -0.52128  -2.58847  -3.38742
H  -1.07328  -3.10427  -1.78732
H  0.76932  -3.48517  0.37128
H  1.60902  -5.81987  0.34498
H  4.02262  -6.25127  0.04648
H  5.58862  -4.35367  -0.19812
H  4.74862  -2.04537  -0.15662
O  -2.38878  7.32783  0.61418
C  -2.00548  6.19223  0.49898
C  -2.28398  5.05453  1.47488
O  -3.02198  5.10983  2.43338
C  -1.50678  3.90973  0.97218
C  -0.93998  4.22233  -0.30992
O  -0.34228  3.33863  -0.97782
C  -1.15148  5.63923  -0.63272
O  -0.73298  6.26603  -1.58132
O  -1.31488  2.77203  1.47558
O  -2.69898  1.35283  -1.10152
C  -3.06648  0.38723  -0.41882
N  -2.34408  -0.02717  0.61618
S  -2.69008  -1.54717  1.02248
O  -1.56828  -2.34787  0.50758
O  -2.98018  -1.75897  2.39998
C  -4.16138  -1.67227  -0.00032
C  -5.16028  -2.61397  -0.08022
C  -6.27388  -2.30777  -0.85682
C  -6.36588  -1.10097  -1.53412
C  -5.33928  -0.17057  -1.48042
C  -4.24398  -0.46587  -0.68582
H  -5.08468  -3.54767  0.45698
H  -7.08168  -3.01917  -0.93062
H  -7.25968  -0.88157  -2.09592
H  -5.38788  0.76463  -2.01302

=====

[4]
Formula: C28H30N6O2
Source: OMol25
Level of theory: ωB97M-V/def2-TZVPD

Results
- Energy relative to the best compared isomer or geometry (same formula, charge and spin): 0.0 kJ/mol
- E_tot: -1563.99458 Ha
- Gap between HOMO and LUMO: 8.46 eV
- SMILES: CC[C@H](c1nnnn1Cc1ccco1)N(CCc1ccccc1)Cc1cc2cc(C)ccc2[nH]c1=O
- HOMO energy: -8.41 eV
- Max |F|: 0.02851 hartree/bohr

Atoms and positions in Å:
C  -3.93352  -0.64903  -2.90060
C  -2.59622  0.07940  -2.91872
H  -2.75239  1.12475  -3.18682
H  -1.93937  -0.37577  -3.66375
C  -1.90225  0.00793  -1.54439
C  -2.67928  0.79300  -0.54702
N  -3.29539  1.93847  -0.74512
N  -3.86664  2.26583  0.40538
N  -3.63700  1.39420  1.29552
N  -2.88299  0.44205  0.74471
C  -2.48709  -0.73845  1.46876
C  -3.53242  -1.79774  1.33619
C  -4.47585  -2.25336  2.20879
C  -5.21239  -3.24338  1.51317
C  -4.66572  -3.30808  0.27038
O  -3.65090  -2.43737  0.15246
H  -4.90067  -3.90726  -0.58684
H  -6.03271  -3.81917  1.88900
H  -4.62589  -1.92533  3.21651
H  -2.38012  -0.45605  2.51687
H  -1.53202  -1.09300  1.06887
N  -0.51879  0.46374  -1.53765
C  -0.30502  1.85758  -1.86535
H  -1.25829  2.38299  -1.78759
C  0.69245  2.52612  -0.90094
C  0.19559  2.43944  0.51270
C  -0.84541  3.25329  0.94365
C  -1.35041  3.13559  2.22591
C  -0.82186  2.19684  3.09609
C  0.22676  1.39360  2.68289
C  0.73424  1.52002  1.40173
H  1.56434  0.90417  1.08874
H  0.65254  0.66653  3.36056
H  -1.22452  2.09694  4.09340
H  -2.16847  3.76550  2.54012
H  -1.27275  3.97867  0.26629
H  0.79683  3.57216  -1.19811
H  1.66605  2.04223  -0.98258
H  0.06483  1.97485  -2.89722
C  0.42173  -0.45922  -2.14635
C  1.55234  -0.76261  -1.19972
C  2.82311  -0.34981  -1.39923
C  3.86493  -0.61852  -0.45958
C  5.18444  -0.18527  -0.63402
C  6.15742  -0.45889  0.30311
C  5.80450  -1.18450  1.44761
C  4.51686  -1.62351  1.64754
C  3.53278  -1.34682  0.69699
N  2.24110  -1.77016  0.85781
C  1.20221  -1.53501  -0.01226
O  0.09234  -1.98013  0.23804
H  2.00892  -2.30596  1.68632
H  4.25771  -2.18250  2.53496
H  6.56274  -1.40112  2.18558
C  7.57113  0.00166  0.12325
H  8.25046  -0.84973  0.12801
H  7.86055  0.66166  0.94007
H  7.69076  0.53706  -0.81472
H  5.43064  0.37454  -1.52476
H  3.07767  0.20980  -2.28986
H  0.82861  -0.05892  -3.08680
H  -0.08821  -1.40190  -2.36394
H  -1.88558  -1.03431  -1.20686
H  -3.80040  -1.68611  -2.59906
H  -4.61570  -0.17183  -2.20095
H  -4.39028  -0.62981  -3.88720